# 1
The following is a quantum chemistry calculation of a cluster of 6 separate species, C35H69Cl5I3N7O12P5 in total at a distorted geometry, from the OMol25 dataset.

As for the charge: +1. The HOMO energy comes out at -9.96 eV. The total energy comes out at -205747.6056 eV. The calculation puts the energy above the lowest of the compared OMol25 structures with the same formula, charge and spin at 12.363 eV. The LUMO energy comes out at -4.086 eV. For the HOMO-LUMO gap, the calculation gives 5.9 eV.

The geometry in XYZ format:
```
136
Properties=species:S:1:pos:R:3:forces:R:3
C 0.46114 -4.92540 2.84779 -0.7 2.4 -1.4
C -0.05312 -3.54675 2.46757 1.9 -3.3 1.9
C 0.04218 -2.83522 0.95732 -1.8 -0.6 1.9
P 1.27058 -4.10371 0.22247 2.0 -1.6 -1.9
O 1.79156 -3.75830 -1.45587 1.0 -0.7 2.6
Cl 3.22329 -4.11100 1.21667 -1.1 0.3 -0.6
C 0.32295 -1.20801 0.93794 -0.8 0.1 0.0
C 0.67233 -0.75699 -0.62525 5.6 -0.1 -2.2
Cl -0.32163 0.05260 -1.97045 0.6 -0.6 1.9
C 2.05417 -0.83285 -1.26112 -2.8 0.5 0.3
C 2.39874 -0.34208 -2.82372 -0.3 0.1 0.0
Cl 3.56866 -1.41398 -0.44313 -1.9 0.7 -0.9
C 1.57620 -0.80463 1.98236 3.0 4.1 -0.6
I 2.45136 -1.86542 3.74574 -1.3 -0.3 -1.2
C 2.42917 0.44582 1.83781 -2.6 -2.5 -0.5
C 2.39822 1.55894 0.71223 1.4 1.6 -0.4
I 4.08735 0.95688 3.26661 -1.1 0.1 -1.6
C -1.05868 -0.41668 1.56276 1.7 3.3 -0.1
C -1.07100 1.16780 1.18592 1.4 2.4 0.3
C -1.94842 2.26838 1.99135 -0.8 2.1 0.4
C -1.17464 3.75143 1.85988 -0.2 -0.9 -1.8
P -0.56802 -0.29178 3.46708 1.2 0.1 3.6
N -1.85861 -0.03830 4.61255 0.3 0.0 0.8
O 0.26699 1.24503 3.88298 -0.9 -1.9 0.2
N -2.41116 -0.97621 1.27455 -0.4 -0.4 -2.1
Cl -2.85769 -0.44949 -0.38656 0.9 0.7 -1.6
P -3.82045 -0.20708 1.93908 -4.2 1.8 -0.6
C -5.01224 0.71406 0.75392 -1.9 1.5 -0.8
C -4.52513 0.05498 3.52834 -1.3 1.2 5.7
C -2.71908 -2.46220 1.04207 -0.6 -2.1 0.0
C -4.11170 -2.71338 0.15423 -2.8 -1.2 -1.1
O -4.72957 -4.06114 0.42937 0.1 1.4 -0.2
C -6.03240 -4.18063 -0.23668 -0.8 -1.7 0.0
P -3.41157 -3.36827 2.64151 0.1 -1.9 2.3
O -2.76296 -2.75210 4.11791 0.1 -0.5 -1.3
Cl -5.51314 -2.98895 3.05039 1.3 0.3 -0.2
C -1.44773 -3.31715 0.34935 -0.5 1.0 0.2
I -1.42711 -3.27794 -1.91182 0.1 0.5 0.4
P -1.75074 -5.20743 0.29990 0.9 -7.9 -2.9
O -0.64398 -6.15765 -0.28452 -1.7 3.4 2.2
O -2.26397 -6.05290 1.70158 -0.6 0.8 -2.2
O -2.93099 -5.70485 -0.96410 0.2 0.5 2.7
H 1.16598 -5.04596 3.80493 -2.5 0.4 -1.6
H 0.27437 -5.90025 2.23579 0.9 2.1 0.8
H -0.36029 -3.01430 3.45141 1.4 0.1 -2.4
H 2.72784 -4.15468 -1.53210 -1.9 0.9 0.3
H 1.74516 -0.94328 -3.62285 1.2 1.4 2.0
H 3.50682 -0.52392 -3.13333 -1.9 0.1 1.2
H 2.22813 0.83591 -2.92116 0.1 -2.6 0.3
H 1.50943 1.71801 -0.00204 1.2 -0.8 1.4
H 3.35341 1.40187 0.00834 -2.1 0.2 1.6
H 2.58938 2.63946 1.19140 -0.4 -2.5 -0.7
H -0.01719 1.57272 1.48508 -1.6 -1.3 -0.5
H -1.15340 1.52306 0.08941 0.1 -1.4 1.5
H -3.02100 2.50723 1.52610 2.3 -0.9 0.9
H -2.10045 2.11426 3.13108 0.3 -0.2 -2.0
H -1.86011 4.62768 2.22453 1.5 -1.8 -0.4
H -0.09754 3.74028 2.31575 -2.2 0.1 -0.6
H -1.05484 3.90613 0.68207 -0.1 0.0 2.6
H -2.04169 0.92378 4.94428 0.2 -0.6 -0.7
H -1.75638 -0.62621 5.49100 -0.1 0.6 -1.9
H 0.47575 1.08376 4.86275 -0.4 0.3 -2.0
H -5.92340 1.18737 1.37070 2.3 -1.2 -0.8
H -5.58115 0.00713 -0.02190 1.6 1.5 1.5
H -4.54313 1.67370 0.22374 -0.9 -2.4 1.0
H -5.71541 0.17588 3.47500 2.7 -0.6 -0.7
H -4.18007 1.07522 4.05012 -0.6 -2.1 -1.3
H -4.38580 -0.75464 4.39675 -0.1 1.6 -2.4
H -4.05272 -2.75755 -0.98862 0.9 0.6 1.7
H -5.02496 -2.04515 0.41822 2.3 -0.4 -0.1
H -5.88132 -4.51990 -1.35958 -0.3 1.1 2.1
H -6.74851 -3.26408 -0.11170 1.6 -1.4 -0.3
H -6.59053 -5.09652 0.28802 1.4 2.1 -1.0
H -2.20634 -3.44049 4.58758 -1.1 0.8 -1.1
H -2.69590 -6.90862 1.37231 1.0 1.7 0.6
H -3.06274 -6.69620 -0.83291 0.5 1.8 -0.1
C 2.81594 -10.42440 0.74250 0.1 -0.3 0.0
C 2.57532 -9.09763 1.40530 0.0 0.6 0.8
O 2.75564 -8.92447 2.60923 -0.1 -0.1 -0.5
N 2.14244 -8.06615 0.62310 0.3 -0.6 0.5
C 1.87787 -8.08177 -0.79558 -0.3 0.3 0.0
H 3.15712 -11.15364 1.48124 -0.1 0.3 0.0
H 1.88673 -10.79194 0.29690 0.2 0.0 -0.1
H 3.58845 -10.32228 -0.02547 -0.2 -0.1 0.0
H 2.00049 -7.20193 1.13305 0.0 -0.2 -0.2
H 2.52275 -7.33831 -1.26980 -0.1 -0.1 -0.3
H 0.83235 -7.80484 -0.94951 0.2 0.0 -0.3
H 2.06278 -9.05917 -1.24376 0.1 0.2 0.2
C -0.48406 4.22105 -2.57113 0.0 -0.2 0.0
C -0.72468 5.54782 -1.90834 -0.1 0.9 0.3
O -0.54436 5.72098 -0.70440 0.0 -0.2 -0.3
N -1.15756 6.57930 -2.69054 0.5 -0.8 0.8
C -1.42213 6.56369 -4.10922 -0.3 0.3 0.1
H -0.14288 3.49181 -1.83240 0.0 0.2 -0.1
H -1.41327 3.85352 -3.01673 0.2 0.0 -0.1
H 0.28845 4.32317 -3.33911 -0.2 -0.2 0.0
H -1.29951 7.44352 -2.18058 0.0 -0.2 -0.2
H -0.77725 7.30714 -4.58344 -0.2 -0.1 -0.3
H -2.46765 6.84062 -4.26315 0.5 -0.1 -0.3
H -1.23722 5.58629 -4.55740 0.0 0.1 0.2
C 8.10896 -0.85085 2.47682 0.0 0.0 -0.3
C 8.14221 -0.55318 3.94916 -0.2 0.5 0.8
O 7.63535 0.46149 4.42401 0.1 -0.4 -0.3
N 8.76162 -1.45483 4.76558 -0.4 0.6 -0.4
C 9.40676 -2.69040 4.39134 0.1 0.0 0.4
H 7.58612 -0.05120 1.94661 0.1 -0.1 0.3
H 9.12918 -0.91530 2.08687 -0.2 -0.2 0.0
H 7.57663 -1.78996 2.29876 0.2 0.0 -0.1
H 8.74753 -1.19261 5.74442 0.0 -0.1 -0.3
H 8.90872 -3.50723 4.91881 0.2 -0.2 -0.2
H 10.45094 -2.63833 4.70835 0.0 -0.3 -0.2
H 9.36387 -2.87470 3.31683 0.0 0.1 0.2
C 3.51543 4.45629 -4.32818 0.0 0.0 -0.3
C 3.30792 4.01383 -2.90737 0.0 -0.1 0.7
O 2.72125 2.97071 -2.62510 0.1 0.2 -0.1
N 3.79636 4.81398 -1.91522 -0.4 -0.8 -0.7
C 4.50528 6.06339 -2.05419 0.0 0.1 0.4
H 3.07706 3.72684 -5.01350 0.1 0.1 0.3
H 3.02796 5.42195 -4.49236 0.2 0.0 -0.1
H 4.58572 4.53240 -4.54188 -0.2 0.2 0.0
H 3.62199 4.45682 -0.98296 0.0 0.1 -0.2
H 5.48412 5.95316 -1.58174 0.0 0.3 -0.1
H 3.93668 6.83675 -1.53253 0.2 0.2 -0.1
H 4.63811 6.35396 -3.09740 -0.1 -0.2 0.2
C -5.28575 6.47897 -5.93571 0.0 -0.3 0.0
C -4.65789 7.82236 -5.69364 0.5 0.8 0.1
O -3.44112 7.96824 -5.59288 -0.8 0.0 -0.3
N -5.48744 8.90097 -5.58578 0.6 -0.7 0.0
C -6.92769 8.92235 -5.67589 0.0 0.4 0.1
H -4.51065 5.71152 -6.00042 -0.1 0.3 0.0
H -5.95490 6.22613 -5.10783 -0.1 0.0 -0.2
H -5.84001 6.49156 -6.87891 -0.1 -0.1 0.2
H -4.99904 9.77396 -5.42323 -0.1 -0.2 -0.1
H -7.20703 9.58576 -6.49768 -0.3 -0.1 0.1
H -7.32109 9.32210 -4.73836 -0.3 -0.1 -0.1
H -7.34950 7.93164 -5.85178 0.2 0.2 0.0
```
Forces are in eV/Å.

# 2
The following is a quantum chemistry calculation of a cluster of 2 separate species, C5H7NO in total, from the OMol25 dataset.

The HOMO energy (spin up / spin down) comes out at -7.87 / -8.03 eV. The total energy comes out at -8828.2870 eV. The calculation puts the energy above the lowest of the compared OMol25 structures with the same formula, charge and spin at 7.916 eV. The LUMO energy (spin up / spin down) comes out at -0.311 / -0.249 eV. For the HOMO-LUMO gap (spin up / spin down), the calculation gives 7.6 / 7.8 eV.

The geometry in XYZ format:
```
14
Properties=species:S:1:pos:R:3:forces:R:3
C -0.83224 1.12898 -0.53382 -0.1 0.2 0.0
C 0.68259 0.91366 -0.71884 0.1 0.1 -0.3
O 1.42762 1.07562 0.47998 0.1 0.2 0.1
C 1.07235 -0.22226 1.14749 0.3 -0.1 0.2
C -0.29893 -0.14621 1.56848 -0.1 0.0 0.3
N -0.79221 -0.13900 0.29060 -0.3 -0.2 -0.1
C 0.43399 -0.54917 -0.30666 0.1 0.0 0.0
H -1.21970 1.98472 0.01783 0.1 -0.1 -0.1
H -1.39536 0.95371 -1.45321 0.1 0.0 0.1
H 1.21365 1.27382 -1.60088 -0.1 0.0 0.1
H 1.92495 -0.63223 1.68182 -0.1 0.1 -0.1
H -0.89439 -2.96894 -1.64596 0.0 0.0 0.0
H -0.87468 -0.25411 2.48054 0.1 0.0 -0.1
H -0.44762 -2.41857 -1.40738 -0.1 -0.2 -0.1
```
Forces are in eV/Å.

# 3
The following is a quantum chemistry calculation of a cluster of 2 separate species, C6H12O in total at a distorted geometry, from the OMol25 dataset.

The HOMO energy comes out at -9.19 eV. The total energy comes out at -8461.6716 eV. The calculation puts the energy above the lowest of the compared OMol25 structures with the same formula, charge and spin at 2.682 eV. The LUMO energy comes out at 0.800 eV. Its structure (SMILES) is C=CCC(=C)C.O. For the HOMO-LUMO gap, the calculation gives 10.0 eV.

The geometry in XYZ format:
```
19
Properties=species:S:1:pos:R:3:forces:R:3
C 0.30618 1.16258 -1.76343 -0.2 0.7 -0.4
C 0.93812 1.54775 -0.64868 -0.5 0.7 -0.4
C 0.19530 1.62182 0.66194 -0.8 0.6 0.2
C -0.27824 0.26867 1.18414 0.1 0.7 0.2
C -1.45558 -0.22106 0.81480 0.9 -0.4 0.0
C 0.65659 -0.38156 2.17008 0.5 0.1 -0.3
H -0.74354 1.41718 -1.88836 -0.4 -1.3 0.6
H 0.76105 0.83300 -2.68872 0.5 0.7 -0.1
H 1.86561 2.10820 -0.74110 0.8 -1.3 0.3
H -0.69184 2.25910 0.52570 0.0 -0.1 -0.1
H 0.77407 2.12080 1.43572 0.2 0.0 -0.1
H -1.64190 -1.26550 1.03938 -0.6 0.2 0.2
H -2.10049 0.36681 0.18340 -0.2 -0.2 -0.2
H 1.30383 0.38258 2.57953 0.1 0.3 0.3
H 1.36249 -1.06156 1.69095 -0.2 -0.3 -0.1
H 0.17235 -0.85060 3.01988 -0.2 -0.3 -0.2
O -0.25296 -3.04030 -2.00188 0.1 -1.1 -0.2
H -0.01603 -2.20556 -2.40273 -0.3 0.4 0.6
H -0.72392 -2.97278 -1.16474 0.2 0.7 -0.3
```
Forces are in eV/Å.